Entry 1:
Molecular formula: C15H44AsCl2F6O16P2
Method: DFT, ωB97M-V/def2-TZVPD

Properties
**HOMO energy**: -6.825 eV
**Energy**: -6240.1205 Ha
**M**: 802.3 g mol⁻¹
**Total charge**: -1
**Gap between HOMO and LUMO**: 9.07 eV
**LUMO level**: 2.243 eV

Each line ends with the Mulliken charge.
Atoms and positions in Å:
As: 1.658 0.763 0.302  1.993
F: 1.540 2.549 -0.029  -0.625
F: 3.426 1.041 0.745  -0.522
F: 1.801 -0.998 0.695  -0.562
F: -0.020 0.553 -0.271  -0.463
F: 2.173 0.515 -1.375  -0.464
F: 0.977 1.245 1.931  -0.439
C: -2.836 2.438 -6.801  -0.593
O: -2.175 1.265 -6.273  -0.391
P: -1.679 1.115 -4.719  0.518
O: -1.069 2.315 -4.178  -0.272
O: -3.038 0.624 -3.892  -0.344
C: -3.366 1.084 -2.586  -0.197
O: -0.741 -0.204 -4.767  -0.427
C: 0.258 -0.427 -3.859  -0.258
H: -3.068 2.333 -7.860  0.230
H: -2.190 3.316 -6.786  0.249
H: -3.766 2.544 -6.243  0.282
H: -2.498 0.802 -1.990  -0.004
H: -4.319 0.666 -2.263  0.319
H: -3.488 2.161 -2.477  0.227
H: 0.214 0.166 -2.946  -0.075
H: 1.264 -0.224 -4.224  0.294
H: 0.238 -1.491 -3.623  0.321
C: 2.972 -1.694 3.809  -0.605
O: 2.803 -3.067 3.390  -0.293
P: 1.570 -4.031 3.678  0.945
O: 0.470 -3.425 4.583  -0.804
O: 1.060 -4.554 2.211  0.363
C: -0.138 -4.086 1.751  -1.092
O: 2.203 -5.402 4.343  -0.363
C: 1.401 -6.561 4.443  -0.662
H: 1.979 -1.409 4.157  0.250
H: 3.252 -0.946 3.067  0.195
H: 3.623 -1.621 4.680  0.333
H: -0.076 -3.035 1.468  0.356
H: -0.875 -4.237 2.540  0.483
H: -0.401 -4.684 0.878  0.259
H: 0.634 -6.625 3.671  0.212
H: 0.857 -6.757 5.367  0.281
H: 2.052 -7.409 4.230  0.288
C: -1.922 3.732 -0.372  0.267
C: -3.115 4.084 0.551  -0.495
O: -3.063 5.409 0.954  -0.573
O: -0.754 4.126 0.279  -0.544
H: -1.941 4.366 -1.258  0.347
H: -1.921 2.691 -0.697  -0.045
H: -3.220 3.411 1.402  0.133
H: -4.013 3.935 -0.048  0.351
H: -2.118 5.573 1.011  0.396
H: -0.110 3.421 0.177  0.139
C: 2.353 3.137 -3.410  0.057
C: 1.322 4.238 -2.891  0.081
O: 0.261 4.474 -3.792  -0.669
O: 2.930 3.525 -4.593  -0.607
H: 1.795 2.248 -3.703  -0.125
H: 3.005 2.747 -2.629  0.324
H: 1.926 5.122 -2.683  0.326
H: 0.811 3.881 -1.997  -0.221
H: -0.318 3.710 -3.842  0.661
H: 2.296 3.895 -5.211  0.345
C: -3.148 -0.264 3.324  -0.501
C: -1.965 -0.932 4.028  -0.278
O: -1.913 -2.285 3.610  -0.515
O: -2.803 0.219 2.040  -0.377
H: -3.386 0.561 3.995  0.317
H: -4.055 -0.862 3.240  0.225
H: -2.110 -0.765 5.096  0.366
H: -1.086 -0.315 3.846  0.169
H: -1.053 -2.704 3.693  0.218
H: -2.179 -0.332 1.561  0.266
C: 3.429 -5.226 -0.618  -0.521
C: 3.116 -3.704 -0.647  -0.378
O: 1.673 -3.383 -0.549  -0.554
O: 3.129 -5.719 0.678  -0.503
H: 4.493 -5.378 -0.799  0.357
H: 2.916 -5.715 -1.446  0.265
H: 3.464 -3.420 -1.640  0.372
H: 3.719 -3.077 0.010  0.258
H: 1.623 -2.524 -0.123  0.439
H: 2.229 -5.423 0.834  0.326
C: -0.536 3.737 3.365  0.227
Cl: 0.091 3.105 4.915  -0.208
Cl: -1.842 4.918 3.847  -0.193
H: 0.347 4.196 2.920  0.274
H: -1.037 2.957 2.794  -0.142



Entry 2:
Molecular formula: C58H46F5INNaOP4S2
Method: DFT, ωB97M-V/def2-TZVPD

Properties
**HOMO energy**: -1.944 eV
**Energy**: -5488.8186 Ha
**M**: 1205.9 g mol⁻¹
**Total charge**: -2
**Gap between HOMO and LUMO**: 5.53 eV
**LUMO level**: 3.586 eV

Each line ends with the Mulliken charge.
Atoms and positions in Å:
Na: 0.486 -0.269 -0.409  1.013
S: 2.828 0.170 -2.021  -0.576
P: 3.408 -0.016 -0.151  1.161
C: 2.184 0.231 1.004  0.108
P: 2.731 -0.159 2.578  1.741
S: 1.548 -1.402 3.615  -0.835
C: 4.427 -0.770 2.888  -0.020
C: 5.511 0.094 3.006  0.134
C: 6.791 -0.413 3.114  -0.883
C: 7.004 -1.783 3.108  -0.442
C: 5.926 -2.647 3.002  -0.785
C: 4.645 -2.144 2.887  -0.727
C: 2.636 1.321 3.659  -0.117
C: 3.215 1.375 4.922  -0.463
C: 2.995 2.474 5.731  -0.695
C: 2.181 3.509 5.295  -0.660
C: 1.575 3.441 4.050  -0.600
C: 1.800 2.346 3.238  0.074
C: 4.794 1.204 -0.047  1.307
C: 5.857 1.218 -0.943  -0.682
C: 6.787 2.239 -0.899  -0.887
C: 6.652 3.271 0.018  -0.734
C: 5.566 3.292 0.876  -0.502
C: 4.642 2.266 0.834  -0.591
C: 4.295 -1.622 -0.152  0.373
C: 3.423 -2.691 -0.334  -0.329
C: 3.897 -3.982 -0.427  -0.711
C: 5.263 -4.216 -0.344  -0.685
C: 6.134 -3.160 -0.144  -0.955
C: 5.658 -1.864 -0.040  -0.348
H: 5.352 1.164 3.017  0.448
H: 7.634 0.262 3.203  0.372
H: 8.011 -2.174 3.178  0.367
H: 6.094 -3.716 2.999  0.373
H: 3.797 -2.812 2.796  0.390
H: 3.828 0.551 5.266  0.457
H: 3.454 2.523 6.711  0.369
H: 2.010 4.366 5.936  0.360
H: 0.926 4.238 3.711  0.480
H: 1.334 2.272 2.260  -0.055
H: 5.942 0.425 -1.675  0.511
H: 7.625 2.238 -1.586  0.342
H: 7.389 4.065 0.054  0.356
H: 5.440 4.108 1.577  0.421
H: 3.787 2.264 1.500  -0.092
H: 2.360 -2.477 -0.401  -0.182
H: 3.209 -4.804 -0.568  0.559
H: 5.646 -5.223 -0.443  0.330
H: 7.201 -3.344 -0.064  0.376
H: 6.350 -1.052 0.142  0.473
C: -1.477 2.325 -2.632  -1.660
C: -2.729 1.583 -2.198  -2.175
P: -2.351 -0.094 -1.448  2.053
C: -2.230 -1.131 -3.045  1.228
C: -3.272 -2.183 -3.306  -1.566
C: -2.745 -3.309 -3.757  -1.354
C: -0.585 -3.125 -5.148  0.117
C: 0.312 -1.933 -4.989  -1.954
C: 0.147 -1.318 -3.828  -0.947
C: -4.123 -0.450 -1.040  0.312
C: -4.386 -1.002 0.208  -0.501
C: -5.686 -1.191 0.647  -0.659
C: -6.749 -0.859 -0.174  -0.525
C: -6.501 -0.355 -1.442  -0.818
C: -5.204 -0.144 -1.868  -0.307
P: -0.070 2.265 -1.436  2.454
C: 1.189 3.179 -2.393  1.000
C: 1.018 3.758 -3.645  -0.935
C: 2.057 4.463 -4.232  -0.758
C: 3.274 4.591 -3.588  -0.788
C: 3.461 4.001 -2.346  -0.689
C: 2.425 3.305 -1.757  -0.764
C: -0.512 3.594 -0.255  0.686
C: 0.282 4.710 0.001  -0.609
C: -0.085 5.622 0.973  -0.777
C: -1.245 5.438 1.709  -0.728
C: -2.030 4.322 1.474  -0.841
C: -1.664 3.408 0.506  -0.430
H: -1.722 3.371 -2.857  0.682
H: -1.083 1.839 -3.532  0.695
H: -3.404 1.503 -3.055  0.648
H: -3.252 2.130 -1.407  0.875
H: -4.326 -1.980 -3.217  0.450
H: -3.289 -4.192 -4.050  0.492
H: -0.048 -4.032 -5.458  0.523
H: 0.984 -1.631 -5.773  0.519
H: 0.681 -0.446 -3.494  0.561
H: -3.559 -1.279 0.842  -0.057
H: -5.861 -1.589 1.635  0.417
H: -7.769 -0.985 0.166  0.360
H: -7.326 -0.118 -2.104  0.382
H: -5.039 0.256 -2.861  0.392
H: 0.092 3.665 -4.190  0.334
H: 1.914 4.916 -5.205  0.366
H: 4.079 5.146 -4.056  0.370
H: 4.416 4.074 -1.847  0.291
H: 2.563 2.828 -0.796  0.576
H: 1.200 4.871 -0.547  0.433
H: 0.547 6.480 1.165  0.397
H: -1.524 6.153 2.470  0.349
H: -2.918 4.144 2.062  0.441
H: -2.252 2.515 0.372  -0.029
I: -2.624 -1.558 3.763  -0.051
C: -1.213 -0.905 2.199  -0.061
H: -0.201 -0.908 2.728  -0.675
H: -1.132 -1.684 1.450  0.357
O: -2.292 1.074 2.208  -0.478
N: -1.468 0.307 1.691  0.773
F: -0.056 -3.419 0.286  -0.472
C: -0.330 -3.256 -1.054  -0.331
C: -0.577 -2.033 -1.531  -1.607
C: -0.913 -1.954 -2.991  2.791
F: -2.261 -0.262 -4.149  -0.544
C: -1.244 -3.281 -3.754  2.192
F: -1.526 -2.920 -6.157  -0.398
C: -0.715 -4.503 -3.072  -0.283
F: -0.723 -5.655 -3.815  -0.405
C: -0.321 -4.498 -1.798  -0.268
F: 0.111 -5.635 -1.201  -0.409



Entry 3:
Molecular formula: C10H18ClO6RuS
Method: DFT, ωB97M-V/def2-TZVPD

Properties
**HOMO energy (alpha / beta)**: -7.127 / -7.670 eV
**Spin multiplicity**: 6
**Energy**: -1795.1935 Ha
**M**: 402.8 g mol⁻¹
**Gap between HOMO and LUMO (alpha / beta)**: 5.43 / 5.95 eV
**LUMO level (alpha / beta)**: -1.696 / -1.720 eV

Each line ends with the natural charge from an NBO analysis.
Atoms and positions in Å:
Ru: 0.455 -0.971 0.874  0.960
C: -1.817 1.549 0.599  -0.078
C: -3.078 0.224 0.283  0.012
O: -1.851 -1.029 0.307  -0.645
C: -2.686 -1.884 -0.285  -0.061
C: -1.066 -2.445 -1.440  -0.014
O: -0.569 -1.408 -1.695  -0.606
C: 1.056 -1.791 -2.154  -0.163
C: 1.475 -0.347 -2.784  -0.039
O: 1.637 0.421 -1.391  -0.668
C: 1.357 1.901 -1.036  0.124
C: -0.005 2.148 -0.076  -0.236
O: -1.021 1.244 -0.522  -0.514
H: -1.385 1.146 1.358  0.177
H: -2.358 2.375 0.468  0.196
H: -3.413 0.333 -0.714  0.177
H: -3.544 0.540 2.178  0.168
H: -3.221 -1.441 -1.331  0.132
H: -3.223 -2.523 0.212  0.156
H: -1.676 -2.903 -2.462  0.101
H: -0.585 -3.377 -0.781  0.173
H: 0.658 -2.401 -3.403  0.236
H: 1.499 -2.370 -1.226  0.282
H: 0.899 0.094 -3.545  0.218
H: 2.642 -1.033 -3.346  0.187
H: 0.922 1.900 -2.750  -0.042
H: 2.216 2.292 -1.324  0.193
H: 0.079 3.054 -0.597  0.232
H: 0.898 2.045 0.845  0.300
S: 0.909 -2.621 1.254  -0.193
Cl: 2.281 0.133 5.533  -0.053
C: 2.341 1.324 4.016  -0.341
C: 1.709 0.913 2.768  0.712
O: 2.519 0.433 1.298  -0.876
O: 0.759 0.305 2.864  -0.597
H: 3.182 1.548 3.834  0.166
H: 2.005 2.621 4.169  0.225



Entry 4:
Molecular formula: C6H8N3O4PS
Method: DFT, ωB97M-V/def2-TZVPD

Properties
**ΔE to the lowest compared entry with this formula, charge and spin**: 20.97 kcal per mole
**HOMO energy**: -1.888 eV
**Energy**: -1438.3151 Ha
**M**: 249.2 g mol⁻¹
**Total charge**: -2
**Gap between HOMO and LUMO**: 6.96 eV
**LUMO level**: 5.070 eV

Each line ends with the natural charge from an NBO analysis.
Atoms and positions in Å:
C: 0.354 -0.732 0.212  -0.101
C: 0.712 -1.054 2.295  0.200
C: 0.612 0.406 0.847  0.088
C: -0.766 3.150 -1.476  0.749
C: 0.646 1.689 0.159  -0.429
C: -0.205 1.737 -1.075  -0.152
N: 0.849 0.211 2.114  -0.471
N: 0.351 -1.741 1.197  -0.697
N: 0.496 1.117 -2.229  -0.888
O: -1.401 3.252 -2.547  -0.800
O: 0.114 -3.836 -0.521  -1.053
O: -0.642 4.023 -0.586  -0.795
O: 0.965 -4.328 1.904  -1.067
P: 0.230 -3.482 0.931  2.338
S: -2.922 -3.541 1.471  -0.847
H: 0.069 -0.964 -0.817  0.256
H: 0.884 -1.531 3.261  0.186
H: 1.754 1.877 -0.140  0.183
H: 0.300 2.449 0.795  0.259
H: -1.154 1.105 -1.057  0.196
H: 1.534 1.271 -2.319  0.342
H: -0.047 1.405 -3.041  0.383
H: -2.735 -2.482 0.622  0.118



The lowest energy belongs to which entry?
C15H44AsCl2F6O16P2